The following is a quantum chemistry calculation of an isolated molecule of C4H7FN2O at a distorted geometry, from OMol25.

Calculated values
**Structure (SMILES)**: C/N=C/C(F)=C\NO
**2S+1**: 1
**Kohn-Sham gap**: 8.779 eV
**HOMO level**: -8.117 eV
**Energy above the lowest of the compared OMol25 structures with the same formula, charge and spin**: 344.86 kJ/mol

Atoms and positions in Å:
H 2.39 -1.64 -0.79
H -2.57 1.36 0.17
N -1.67 -0.61 0.25
C -0.51 1.46 0.02
H 1.71 1.58 -0.13
C -1.67 0.78 0.16
O -2.80 -1.16 -0.35
H -3.08 -1.84 0.38
H 2.48 -1.39 0.85
N 0.95 -0.38 -0.05
C 2.30 -0.85 -0.03
C 0.83 0.88 -0.08
F -0.65 2.81 -0.12
H -0.78 -0.93 -0.14
H 3.09 -0.08 -0.15